(1)
Below is a structure of composition C47H60BrCsN5O10PS2Si in a non-equilibrium geometry, with properties calculated with the ωB97M-V functional and the def2-TZVPD basis.

XYZ file:
```
128
Properties=species:S:1:pos:R:3
Cs -0.65349 -2.38146 1.95423
S 0.50011 1.48007 3.98052
C 1.50703 0.94610 5.27768
S 2.24547 -0.61209 5.32431
C 1.81075 1.85787 6.30802
C 2.65815 1.53066 7.40536
N 3.33268 1.34021 8.32525
C 1.30788 3.18978 6.32853
N 0.95403 4.29012 6.36658
C -2.26792 -4.83210 -2.94791
C -1.38179 -3.91688 -2.10394
C -2.24577 -2.89793 -1.36641
C -0.55739 -4.74306 -1.12157
C 0.27195 -5.86648 -1.75868
O 1.51581 -5.83927 -1.03443
C 1.52091 -4.64034 -0.38238
N 0.45716 -3.95529 -0.41497
C 2.73691 -4.29551 0.36614
C 3.55838 -5.34443 0.77061
C 4.64286 -5.10978 1.59686
C 4.90293 -3.81629 2.01637
C 4.10938 -2.76439 1.58294
C 3.01884 -2.97009 0.73977
P 1.96881 -1.52834 0.22187
C 3.14779 -0.17610 0.59185
C 4.18507 0.24791 -0.23965
C 5.05856 1.23512 0.18858
C 4.90437 1.80898 1.44811
C 3.86669 1.40412 2.27255
C 2.98919 0.41730 1.84097
C 2.08806 -1.63839 -1.61218
C 1.07534 -1.01023 -2.33741
C 1.07293 -1.03680 -3.72525
C 2.07575 -1.70955 -4.40992
C 3.08517 -2.34498 -3.69839
C 3.09375 -2.30352 -2.31022
H -2.89283 -4.24332 -3.62140
H -2.93376 -5.41470 -2.30399
H -1.68907 -5.52982 -3.55668
H -0.67669 -3.39108 -2.75857
H -2.97245 -3.41662 -0.73160
H -2.79900 -2.27631 -2.07372
H -1.67409 -2.22335 -0.73119
H -1.24477 -5.14816 -0.36507
H 0.49003 -5.66142 -2.81140
H -0.16246 -6.85882 -1.65922
H 3.31730 -6.34930 0.45156
H 5.26370 -5.93294 1.92686
H 5.72579 -3.61385 2.69006
H 4.33746 -1.76627 1.92832
H 4.31656 -0.19496 -1.22011
H 5.85919 1.56424 -0.46422
H 5.58796 2.58348 1.77594
H 3.71033 1.84285 3.25018
H 2.18104 0.12789 2.50525
H 0.27974 -0.49888 -1.80618
H 0.27977 -0.53890 -4.27057
H 2.07135 -1.73921 -5.49280
H 3.87293 -2.87079 -4.22474
H 3.88828 -2.79937 -1.76417
O -2.35344 0.73630 2.82402
H -1.51865 0.95474 3.29155
H -2.60769 -0.12908 3.17817
O 1.29313 -3.02438 3.59231
H 0.49964 -3.30740 4.05829
H 1.59487 -2.22971 4.11941
O -2.50764 0.17869 0.16310
H -2.38830 0.50944 1.08441
H -3.41298 0.39921 -0.07755
C 2.45647 2.87873 -2.68951
C 1.96023 4.15041 -1.98052
C 1.90044 5.29106 -3.00752
C 3.03476 4.49934 -0.94312
Si 0.26204 3.88061 -1.10019
Br 0.40196 1.87620 -0.12741
C -0.06642 5.10732 0.34131
C 0.81084 4.80026 1.57006
C -1.52025 4.98179 0.82205
C 0.17276 6.56425 -0.08683
C -1.20878 3.74683 -2.34496
C -0.80324 2.90870 -3.56599
C -2.41386 3.02805 -1.71707
C -1.67056 5.12573 -2.83885
H 3.44786 3.08187 -3.11315
H 1.81221 2.55802 -3.50386
H 2.56067 2.04680 -1.99205
H 2.90666 5.46782 -3.40601
H 1.55136 6.22850 -2.57092
H 1.25492 5.05108 -3.85350
H 4.00909 4.54233 -1.44526
H 3.10208 3.74211 -0.16260
H 2.86433 5.46810 -0.47476
H 0.60336 3.81759 1.99537
H 0.58792 5.53695 2.34899
H 1.87671 4.85284 1.36596
H -1.77079 3.95419 1.09247
H -2.23827 5.33783 0.08156
H -1.64373 5.59271 1.72200
H 1.22292 6.76113 -0.30808
H -0.11405 7.22810 0.73613
H -0.41610 6.85063 -0.96076
H -0.41499 1.93117 -3.27080
H -0.05636 3.40495 -4.18517
H -1.68870 2.74189 -4.19061
H -2.14795 2.04482 -1.32814
H -3.18134 2.89388 -2.48934
H -2.86521 3.59282 -0.90504
H -0.86915 5.69340 -3.31408
H -2.07889 5.73153 -2.02909
H -2.46751 4.99404 -3.58066
O -2.57756 -4.11689 2.47990
C -3.24763 -3.08296 2.67300
O -2.89307 -2.05241 3.27530
C -4.60999 -3.03494 1.98887
C -5.43575 -4.14804 1.95786
C -6.64738 -4.06757 1.29018
C -7.05025 -2.93450 0.61116
C -6.19088 -1.85334 0.64198
C -4.99397 -1.87166 1.33581
N -6.57496 -0.63938 -0.10492
O -7.65874 -0.63549 -0.66034
O -5.79208 0.28994 -0.12332
N -7.54229 -5.24047 1.27535
O -7.20176 -6.22194 1.90665
O -8.57744 -5.15775 0.63755
H -5.12982 -5.06741 2.43527
H -7.98598 -2.89769 0.07774
H -4.34551 -1.00697 1.36187
```

Summary:
ΔE to the lowest compared entry with this formula, charge and spin, kcal/mol: 27.3
Net charge: -2
Orbital gap, eV: 4.209

Results of the Mulliken charge analysis, in e, for atoms 1 through 6: 1.722 -0.365 0.471 -0.552 0.377 -0.070

=====

(2)
Below is a structure of composition C54H36Br4CaO3P2S, with properties calculated with the ωB97M-V functional and the def2-TZVPD basis.

XYZ file:
```
101
Properties=species:S:1:pos:R:3
Ca -0.45030 0.46197 0.01418
O 1.82681 0.73920 0.46913
S 2.09821 -0.62148 -0.12059
C 3.09441 -1.58200 1.03721
C 4.16428 -2.26003 0.49767
C 5.04872 -3.05056 1.24964
C 4.84748 -3.11351 2.59509
C 5.63790 -3.79885 3.67164
C 4.85374 -3.52479 4.97029
C 3.66985 -2.71232 4.53925
C 2.62024 -2.22589 5.26013
C 1.61040 -1.56197 4.55399
C 1.61996 -1.33002 3.18978
P 0.04875 -0.61604 2.56421
C -0.21003 0.75455 3.73615
C -1.02261 0.66476 4.86323
C -1.17833 1.75906 5.69667
C -0.52720 2.94834 5.41521
C 0.28011 3.04842 4.29112
C 0.43283 1.95989 3.44918
C -1.21311 -1.82570 3.01716
C -2.53292 -1.37480 3.03267
C -3.56681 -2.26109 3.25629
C -3.29777 -3.60936 3.44692
C -1.99134 -4.06467 3.41298
C -0.94710 -3.17835 3.19878
C 2.75136 -1.74711 2.42147
C 3.71882 -2.47817 3.15080
C 3.24535 -0.30187 -1.46011
C 4.47908 0.23284 -1.14108
C 5.53230 0.32746 -2.06693
C 5.33491 -0.21021 -3.30865
C 6.25589 -0.36530 -4.48556
C 5.41659 -1.09310 -5.55984
C 4.04418 -1.20755 -4.96595
C 2.87191 -1.69224 -5.46512
C 1.71231 -1.54161 -4.68754
C 1.69362 -1.00273 -3.41612
P 0.11664 -0.36092 -2.72882
C -0.17936 1.09274 -3.79742
C -0.18022 1.03471 -5.19161
C -0.43961 2.16631 -5.93973
C -0.71503 3.37153 -5.30795
C -0.74109 3.43530 -3.92560
C -0.47450 2.29990 -3.17251
C -1.11548 -1.55078 -3.31072
C -2.36355 -1.09543 -3.72389
C -3.36623 -2.00056 -4.02014
C -3.13464 -3.36219 -3.90285
C -1.89894 -3.81935 -3.47261
C -0.89387 -2.91908 -3.16798
C 2.94248 -0.68061 -2.79965
C 4.06457 -0.70501 -3.64940
H 4.36087 -2.17328 -0.56140
H 5.87175 -3.54802 0.75954
H 6.65091 -3.39602 3.71646
H 5.72845 -4.86670 3.46809
H 5.45447 -2.97862 5.69828
H 4.53134 -4.44965 5.45163
H 2.53207 -2.36976 6.32684
H 0.74743 -1.23184 5.11481
H -1.55305 -0.25601 5.07687
H -1.81882 1.68377 6.56432
H -0.65907 3.80168 6.06546
H 0.77990 3.97907 4.06195
H 1.06729 2.03878 2.57152
H -2.75772 -0.32622 2.85609
H -4.58723 -1.90364 3.24590
H -4.11097 -4.30424 3.59999
H -1.77982 -5.11544 3.54920
H 0.07134 -3.54704 3.17449
H 4.65398 0.53875 -0.11817
H 6.47603 0.75985 -1.76959
H 7.14957 -0.92900 -4.21376
H 6.59038 0.61167 -4.83616
H 5.82445 -2.08190 -5.77906
H 5.39408 -0.54044 -6.50012
H 2.79967 -2.12147 -6.45482
H 0.77010 -1.83178 -5.13163
H 0.01068 0.09906 -5.69697
H -0.43841 2.10848 -7.01902
H -0.92545 4.25335 -5.89639
H -0.98445 4.36049 -3.42361
H -0.55588 2.36413 -2.08906
H -2.56274 -0.03113 -3.79526
H -4.33808 -1.63690 -4.32230
H -3.92348 -4.06590 -4.12509
H -1.72261 -4.87916 -3.35743
H 0.06135 -3.28164 -2.80533
Br -7.35883 1.36453 -0.05378
C -5.64204 0.57561 -0.15116
C -5.50080 -0.78762 -0.30050
Br -7.01903 -1.90853 -0.41395
C -4.22263 -1.34762 -0.37128
Br -3.98777 -3.20940 -0.62122
C -3.06490 -0.57155 -0.28767
O -1.87319 -1.08609 -0.31082
C -3.21902 0.85452 -0.17362
O -2.15910 1.60643 -0.11534
C -4.49867 1.37442 -0.09368
Br -4.60851 3.25468 0.08261
```

Summary:
Orbital gap, eV: 5.453

Results of the Mulliken charge analysis, in e, for atoms 1 through 6: 1.724 -0.622 1.571 -0.188 -0.153 -1.495

=====

| no. | LUMO (eV) |
| --- | --- |
| 1 | 2.36 |
| 2 | -0.64 |